Computed, not measured: C6H10N5 as an isolated structure in a non-equilibrium geometry, with ωB97M-V with the def2-TZVPD basis set.

* net charge: +1
* HOMO energy: -14.59 eV
* HOMO-LUMO gap: 0.3832 hartree
* energy above the lowest of the compared OMol25 structures with the same formula, charge and spin: 1.416 eV

Element x y z (Å)
C: 3.01411 -0.10052 0.25444
C: -0.02999 0.41861 1.33057
C: -0.04952 -0.56948 -0.91019
C: 1.98912 0.91341 0.19010
C: -0.81496 0.80447 2.55887
C: -0.82927 -1.60349 -1.69619
N: 3.84139 -0.91163 0.20257
N: 1.11016 0.94932 1.22810
N: -0.59868 -0.28136 0.30252
N: 1.06624 0.01482 -1.22864
N: 2.41780 2.08734 -0.33069
H: -1.21021 -0.16563 3.02447
H: -1.64040 1.54689 2.41379
H: 0.02903 1.20759 3.12457
H: -0.71835 -1.29596 -2.80377
H: -1.92766 -1.60433 -1.21082
H: -0.38111 -2.64011 -1.52592
H: -1.43124 -0.80033 0.59372
H: 1.67880 -0.21348 -2.11777
H: 1.81173 2.91544 -0.10415
H: 3.01457 2.18841 -1.06730

Forces on atoms 1 to 6 (eV/Å):
1.87 -1.68 -0.04
-0.43 1.63 -0.64
1.06 -0.52 -0.71
0.09 -0.07 -1.53
-0.04 -1.84 0.30
-0.79 0.11 0.01